Record 1
A 10-piece molecular cluster, C21H45N5O5S4 overall in a non-equilibrium geometry, computed with ωB97M-V/def2-TZVPD.

Cartesian coordinates (Å):
C 3.78 -5.13 -1.31
C -4.18 -1.45 8.17
C -1.82 -6.33 1.18
H -3.52 -1.50 5.04
H -3.08 8.33 -0.24
H 6.45 2.73 -5.37
O -0.40 -8.35 -0.16
H 3.84 -5.82 -0.46
C -5.10 4.88 3.05
H -6.03 0.01 -4.98
C -2.21 8.26 -0.90
H 6.72 -6.23 -0.96
H 2.79 -5.06 -1.76
H -1.23 -9.40 2.09
C 3.69 6.67 -0.34
H -1.33 8.03 -3.90
H -0.03 7.27 -2.88
O -2.09 -2.58 6.96
N 2.71 -1.42 3.70
C 5.81 -0.13 -5.87
H 4.14 -4.16 -0.95
H -2.36 -0.21 5.06
H 6.35 0.03 -6.80
H -2.58 -8.33 2.59
N -7.83 2.08 -6.48
H -4.89 5.26 4.05
H -1.71 -5.61 0.37
H -4.90 1.37 -5.10
H -3.98 -2.00 9.09
C 2.88 -2.09 4.59
H -2.96 -9.70 1.63
N -7.37 5.58 1.98
H 3.65 -2.21 6.51
H -0.53 0.66 -1.95
S -2.16 6.61 -1.83
H 2.34 -3.33 6.15
S 4.83 -5.91 -2.61
S -1.83 -7.98 0.25
H -4.27 5.19 2.41
H 4.10 5.04 1.00
H -0.98 -6.23 1.87
C -2.18 -8.95 1.78
C -5.95 1.09 -4.95
C -6.99 1.70 -5.78
N -3.02 0.46 0.05
H -4.82 -2.14 7.62
O 4.49 -7.43 -2.50
H -5.06 3.80 3.16
C -1.04 7.19 -3.27
H -2.39 8.95 -1.73
H -2.59 -6.20 1.95
H -0.28 -0.78 -0.89
C 6.52 -5.68 -1.88
S -2.62 -1.17 7.25
H -6.26 1.33 -3.93
H 6.50 -4.67 -1.47
C -1.97 0.42 -0.34
C -0.58 0.27 -0.93
H -4.68 -0.51 8.43
H 6.04 2.40 -7.17
H 0.05 0.93 -0.34
H -1.32 8.49 -0.32
H -4.03 0.06 5.74
O -1.34 5.63 -1.00
C 5.07 1.18 -5.72
C -3.20 -0.63 5.62
H -1.07 6.31 -3.91
C 3.59 5.28 0.07
C 5.72 2.47 -6.14
O 3.92 1.23 -5.19
H 4.90 3.19 -6.10
C 3.28 -2.93 5.77
N 3.71 7.80 -0.64
H 3.92 4.60 -0.71
C -6.32 5.23 2.43
H 6.42 -0.17 -4.97
H 3.97 -3.74 5.52
H 5.19 -1.02 -5.87
H 7.19 -5.80 -2.73
H 2.53 5.01 0.19

## Properties
M   575.89 Da
Orbital gap   8.885 eV
HOMO energy   -8.837 eV
Energy above the lowest of the compared OMol25 structures with the same formula, charge and spin   67.7 kcal per mole
Calculated total energy   -83527.563 eV

These are the Mulliken partial charges, in e, on atoms 1 to 4: C -0.8690; C -0.9104; C -0.9420; H 0.2987

***

Record 2
One molecule with the formula C6H7Cl in a non-equilibrium geometry, computed with ωB97M-V/def2-TZVPD.

Cartesian coordinates (Å):
H -1.14 2.12 2.09
C -0.55 0.11 1.92
C 0.58 -0.20 -1.79
H 1.24 -2.18 -2.23
H -0.65 1.25 0.01
C 1.01 -1.16 -2.58
H -0.41 -0.86 2.35
C -1.03 1.11 2.63
C -0.26 0.32 0.47
C 0.34 -0.50 -0.35
H -1.21 1.15 3.77
Cl 0.19 1.38 -2.57
H 1.11 -1.06 -3.64
H 0.78 -1.48 -0.09

## Properties
M   114.57 Da
Orbital gap   9.291 eV
SMILES   C=C/C=C/C(=C)Cl
HOMO energy   -8.739 eV
Energy above the lowest of the compared OMol25 structures with the same formula, charge and spin   25.4 kcal per mole
Calculated total energy   -18855.958 eV

These are the natural (NBO) partial charges, in e, on atoms 1 to 4: H 0.1931; C -0.2343; C -0.0148; H 0.2076

***

Record 3
One molecule with the formula C5H8O2, computed with ωB97M-V/def2-TZVPD.

Cartesian coordinates (Å):
C 1.69 -0.57 0.13
H 1.59 -0.95 -0.89
C -1.63 0.98 -0.27
C 0.38 0.06 0.64
H 2.01 -1.39 0.78
H -1.82 -0.16 0.74
H 2.48 0.19 0.12
H 0.35 2.10 -0.43
C -0.84 -0.90 0.76
H -2.45 1.71 -0.38
C -0.18 1.17 -0.24
H 0.55 0.49 1.64
O -0.91 -1.81 -0.21
H -0.34 -1.57 -0.99
O -0.88 0.66 -1.41

## Properties
M   100.12 Da
Orbital gap   8.307 eV
HOMO energy   -7.802 eV
Energy above the lowest of the compared OMol25 structures with the same formula, charge and spin   129.7 kcal per mole
Calculated total energy   -9404.208 eV

These are the natural (NBO) partial charges, in e, on atoms 1 to 4: C -0.6165; H 0.1988; C -0.0464; C -0.3507

***

Record 4
One molecule with the formula C4H6BrFO in a non-equilibrium geometry, computed with ωB97M-V/def2-TZVPD.

Cartesian coordinates (Å):
H 1.06 -0.41 -1.53
H -2.28 0.78 -0.09
C -0.69 -0.55 -0.25
H -0.45 -1.52 0.18
H -0.81 1.00 1.06
O 1.72 -0.67 1.36
C 1.77 -0.03 0.36
F -1.35 -0.98 -1.38
H -2.13 -0.16 1.54
Br 3.44 0.84 -0.18
C -1.54 0.32 0.60
C 0.74 0.19 -0.71
H 0.52 1.18 -0.96

## Properties
M   168.99 Da
Orbital gap   11.363 eV
SMILES   C[C@@H](F)CC(=O)Br
HOMO energy   -10.680 eV
Energy above the lowest of the compared OMol25 structures with the same formula, charge and spin   4.6 kcal per mole
Calculated total energy   -79052.105 eV

These are the natural (NBO) partial charges, in e, on atoms 1 to 4: H 0.2600; H 0.2388; C 0.2227; H 0.1787

***

Record 5
One molecule with the formula C5H8O2, computed with ωB97M-V/def2-TZVPD.

Cartesian coordinates (Å):
H 1.79 -0.90 -0.24
H -0.31 -0.86 1.93
H 0.41 -0.93 -2.62
C 0.70 -0.95 -0.30
H -0.85 0.78 2.24
H 0.97 1.85 1.31
H 0.32 -1.86 0.17
C 0.10 -0.58 -1.64
H -1.74 -0.28 1.10
H -0.39 1.66 -1.68
C 0.16 0.38 0.29
O 1.23 1.27 0.59
C -0.75 0.02 1.46
C -0.37 0.71 -1.15
O -1.29 -0.31 -1.47

## Properties
M   100.12 Da
Orbital gap   10.639 eV
SMILES   C[C@@]1(O)C[C@H]2O[C@H]21
HOMO energy   -9.702 eV
Energy above the lowest of the compared OMol25 structures with the same formula, charge and spin   59.6 kcal per mole
Calculated total energy   -9407.247 eV

These are the natural (NBO) partial charges, in e, on atoms 1 to 4: H 0.2343; H 0.2134; H 0.1993; C -0.4385

***

Record 6
C25H28Cl4FN2O3SZr as an isolated structure in a non-equilibrium geometry, computed with ωB97M-V/def2-TZVPD.

Cartesian coordinates (Å):
O -0.06 -2.16 2.11
Cl 4.97 -2.48 2.27
O 2.01 0.55 -0.41
H -0.56 3.78 -3.14
C -2.38 0.97 -3.53
H -2.30 0.71 2.04
C -0.49 3.85 0.21
H -3.00 1.85 -3.36
C -0.91 1.26 -3.22
H -0.35 5.38 -1.29
C 0.40 1.14 2.39
H -3.34 -3.60 -0.09
H 1.77 -3.75 0.35
H -0.57 1.96 -3.99
H -2.07 1.62 3.54
Zr 0.91 -1.00 0.20
H -0.43 3.08 2.49
C -0.06 0.01 -3.41
H 0.08 0.13 2.10
H -5.47 0.11 -0.47
C -0.73 2.04 -1.91
C 3.26 0.14 -0.23
C -0.63 2.50 0.49
O 2.42 -1.18 1.52
H -2.81 2.40 2.13
C 5.84 -0.84 0.26
C -0.59 3.41 -2.12
H -1.06 -1.58 3.78
C -0.66 2.15 1.97
H 2.45 -4.10 1.84
H 1.28 -5.09 1.22
C -2.10 -0.41 -0.29
Cl 4.04 1.70 -2.25
C -2.20 -1.81 -0.21
Cl 6.96 0.65 -1.69
C -3.37 -2.52 -0.17
S 1.85 -2.53 -1.35
H 0.56 1.15 3.47
H -0.57 -3.29 3.75
H -5.51 -2.36 -0.22
H 1.36 1.36 1.91
H -3.34 1.33 -0.50
H 0.64 -2.01 4.06
C -0.46 4.32 -1.09
C -3.34 0.25 -0.40
C 4.76 -1.28 1.03
C -4.57 -1.82 -0.24
H -2.77 0.16 -2.92
C -0.26 -2.27 3.49
C 5.63 0.08 -0.74
H -2.48 0.68 -4.58
C 3.48 -0.81 0.81
C -0.75 1.56 -0.57
H 0.56 -2.97 1.83
H -0.46 -0.84 -2.88
C 4.34 0.57 -0.98
N -0.88 0.17 -0.26
F -1.00 -2.50 -0.20
C -2.05 1.69 2.45
N 1.57 -4.12 1.32
C -4.54 -0.44 -0.38
H -0.03 -0.26 -4.47
Cl 7.43 -1.45 0.59
H 0.96 0.18 -3.08
H -0.40 4.55 1.03

## Properties
Total charge   -1
M   688.61 Da
Orbital gap   6.956 eV
HOMO energy   -4.396 eV
Energy above the lowest of the compared OMol25 structures with the same formula, charge and spin   20.8 kcal per mole
Calculated total energy   -100431.904 eV

These are the natural (NBO) partial charges, in e, on atoms 1 to 4: O -0.8137; Cl -0.0013; O -0.8112; H 0.1980

***

Record 7
C33H38BaCl2N9O as an isolated structure in a non-equilibrium geometry, computed with ωB97M-V/def2-TZVPD.

Cartesian coordinates (Å):
C 2.10 -0.73 3.07
C 2.01 1.57 2.49
H -4.66 4.27 -1.80
H 0.75 -5.90 3.31
C 0.32 -2.54 2.80
C 2.01 -1.10 -1.46
H 3.63 -2.79 3.67
C 3.32 1.90 2.70
H 4.04 1.12 2.94
H -4.63 0.07 0.95
Cl -2.20 -2.43 -4.43
C 0.64 4.91 1.56
H 3.61 1.38 -2.31
H 1.34 -4.23 -0.58
H 2.42 0.70 -3.43
C 0.99 -4.85 3.23
C -0.67 4.59 1.38
N 2.02 -2.46 -1.40
O -0.60 -1.70 2.43
H 3.86 -2.05 -3.52
H -2.94 0.37 1.26
C -4.91 2.55 -0.47
H -5.86 2.04 -0.54
C 1.09 2.62 2.15
C 1.06 -3.18 -0.59
H -3.36 -5.16 -0.57
N -2.34 -1.97 -0.51
C -2.86 -4.01 -2.31
H -1.98 2.33 -3.61
H 4.13 0.31 -3.59
C 1.56 3.93 1.98
H 5.04 -1.73 -2.23
H 1.06 -2.84 0.44
C 2.93 4.22 2.21
C -3.03 -4.21 -0.95
H -1.57 3.93 -2.98
H 3.89 -3.13 -0.68
H 1.76 1.50 -1.53
H 3.02 -0.54 3.63
H -2.11 2.98 1.54
Ba -0.50 -0.18 0.92
H -3.11 3.66 -3.78
C 2.30 -4.43 3.49
C -2.71 1.90 -0.98
H -0.99 -4.23 2.74
H -0.24 2.66 -1.73
H -2.86 -3.29 0.99
N -3.07 2.88 -1.87
C -3.87 0.85 1.03
H 0.05 -3.10 -1.00
C 0.03 -3.92 2.92
N -3.83 1.61 -0.22
C -0.38 1.58 -1.60
H -5.03 2.75 -2.63
C -2.43 -2.77 -2.74
N -1.58 1.29 -0.79
H -1.86 -0.79 -2.14
C 3.98 -1.87 -2.44
H 3.32 -3.93 -2.16
H -4.98 3.28 0.34
C 3.78 3.23 2.58
H -3.05 -4.80 -3.03
C -4.49 3.19 -1.79
H 1.02 1.43 0.04
Cl 3.52 -5.61 3.90
C 0.94 1.05 -0.99
N -0.24 2.30 1.98
C -2.20 -1.77 -1.82
H 0.99 5.92 1.39
N 1.50 0.23 2.49
H -4.13 1.51 1.86
H -0.46 1.14 -2.60
N 3.20 -0.69 -2.03
C -2.37 3.21 -3.12
C 1.66 -2.13 3.07
C 3.36 -2.98 -1.62
H 4.83 3.45 2.76
H 3.28 5.24 2.09
N 1.01 -0.42 -0.96
C -1.06 3.26 1.63
C -2.76 -3.16 -0.08
H -1.40 5.32 1.07
C 3.33 0.50 -2.87
C 2.61 -3.10 3.44

## Properties
Total charge   +1
M   784.96 Da
Orbital gap   7.021 eV
HOMO energy   -9.658 eV
Energy above the lowest of the compared OMol25 structures with the same formula, charge and spin   30.2 kcal per mole
Calculated total energy   -76031.625 eV

These are the Mulliken partial charges, in e, on atoms 1 to 4: C -0.5534; C 0.5551; H 0.4000; H 0.4344

***

Record 8
C41H40BBrCuIN3O4S as an isolated structure in a non-equilibrium geometry, computed with ωB97M-V/def2-TZVPD.

Cartesian coordinates (Å):
H 2.37 1.31 -2.96
C -3.06 1.15 0.37
C 4.34 -0.96 2.95
C 3.51 0.31 3.13
C 1.79 -2.69 -0.04
Br -5.47 4.03 -1.46
C -4.43 -0.50 -3.88
O -1.19 1.44 1.89
C 2.20 -3.95 -0.47
H 0.96 -2.05 3.93
O 2.14 -0.11 3.31
Cu -0.62 -0.38 1.89
C -3.35 -4.62 0.66
H 2.26 1.16 -1.18
C -1.82 0.49 -3.84
H 4.16 3.10 2.64
H 1.89 3.44 -3.99
H -1.17 -2.43 -1.34
H -4.10 -2.78 -0.17
C 3.28 2.69 2.15
H 2.43 -2.07 0.57
N -2.33 -1.04 1.04
N 0.61 -2.18 -0.35
C -4.20 0.87 -3.83
H -5.44 -0.88 -3.90
C 0.59 4.80 -0.63
H -0.35 2.08 -3.74
C -0.59 -4.95 3.15
H 1.62 -5.68 -1.60
S 0.32 0.40 -2.15
C -1.46 -3.05 1.97
C 3.96 1.04 4.38
H 0.96 -4.48 4.54
C -2.42 -2.43 1.10
H 1.25 5.81 -3.79
H 3.13 3.22 1.21
C 1.16 5.16 -2.94
C -4.04 1.81 -0.40
H -3.71 -0.71 -0.47
H -3.52 -2.45 -3.95
C -1.50 -4.43 2.20
O -0.58 0.85 -1.05
H -2.46 -6.29 1.66
B 1.40 0.13 2.15
H -0.61 -6.01 3.37
H 4.56 -0.02 0.45
C -2.06 -0.88 -3.89
C -4.14 3.17 -0.41
H 5.54 1.17 1.33
C 4.57 0.99 0.86
H 2.41 2.86 2.78
C -3.25 3.94 0.35
H 3.99 0.35 5.21
C 1.41 2.97 -1.96
H -3.33 5.02 0.33
H -2.73 2.43 -3.73
C -0.22 -2.89 -1.09
H 0.21 0.56 -4.51
H 4.97 1.46 4.25
O 2.21 0.77 1.22
C -2.90 1.36 -3.80
H -4.07 -5.23 0.14
C -0.41 0.99 -3.72
H 4.05 -1.50 2.05
N -0.56 -2.23 2.58
C -3.35 -3.23 0.48
C -2.45 -5.22 1.51
H 5.41 -0.74 2.89
C 3.43 1.20 1.84
C -3.36 -1.38 -3.91
C 0.10 -4.16 -1.55
C 0.70 5.65 -1.73
C 1.76 1.52 -2.08
H 3.18 -4.33 -0.22
H 0.43 6.70 -1.63
H 3.28 1.85 4.63
H 0.23 5.19 0.31
C 0.28 -4.11 3.79
I -1.29 -5.20 -2.71
H 4.47 1.70 0.03
C 1.33 -4.70 -1.24
C -3.05 -0.28 0.29
C 1.51 3.82 -3.05
H -1.58 3.92 1.67
H -4.72 1.21 -0.99
H 0.82 2.79 0.10
C 0.93 3.46 -0.74
C -2.28 3.34 1.09
C -2.13 1.92 1.16
H -5.03 1.56 -3.80
H 4.16 -1.61 3.80
H -1.22 -1.57 -3.92
C 0.27 -2.74 3.47

## Properties
M   952.02 Da
2S+1   2
Orbital gap (spin up / spin down)   6.060 / 6.523 eV
HOMO energy (spin up / spin down)   -6.556 / -7.064 eV
Energy above the lowest of the compared OMol25 structures with the same formula, charge and spin   28.8 kcal per mole
Calculated total energy   -190123.680 eV

These are the Mulliken partial charges, in e, on atoms 1 to 4: H 0.8219; C -0.1510; C -1.8867; C 1.9702

***

> What is the formula in the seventh record?

C33H38BaCl2N9O